No. 1
A 4-piece molecular cluster, C5H9NO overall in a non-equilibrium geometry, computed with ωB97M-V/def2-TZVPD.

Positions of all 16 atoms, in Å:
C1 0.50923 1.60343 -0.05654
C2 0.63639 0.09415 0.02846
C3 0.63956 -0.65152 -1.14757
C4 -1.37639 -0.41199 0.96538
O1 -2.20245 -0.61041 0.04861
C5 1.32030 -0.45812 1.16507
N1 1.84867 -0.89778 2.09961
H1 -0.36090 1.87338 -0.66542
H2 0.38648 2.05689 0.93061
H3 1.40136 2.04000 -0.51680
H4 0.66818 -0.12364 -2.09972
H5 -0.75237 -1.11265 -1.48448
H6 1.06918 -1.65069 -1.15405
H7 -0.96307 -1.24829 1.54813
H8 -1.31526 0.58402 1.41883
H9 -1.50893 -1.08677 -1.08012

Forces on the atoms, in the same order (eV/Å):
C 0.00 0.08 0.04
C 0.04 -0.06 -0.08
C -0.05 0.01 0.10
C -0.02 0.03 0.00
O 0.21 -0.12 0.01
C 0.41 -0.33 0.73
N -0.47 0.40 -0.82
H 0.12 -0.07 0.07
H 0.03 -0.09 -0.13
H -0.10 0.00 0.04
H -0.06 -0.10 0.17
H 0.11 -0.04 -0.17
H -0.07 0.17 0.02
H -0.10 0.09 -0.13
H 0.05 -0.09 -0.08
H -0.10 0.13 0.23

Calculated values
**Energy**: -8864.22654 eV
**Highest occupied orbital energy**: -9.295 eV
**Energy relative to the best compared isomer or geometry (same formula, charge and spin)**: 114.98 kcal per mole
**E_LUMO**: 0.2 eV

Atom charges from the Mulliken analysis, given in e for atoms 1 to 2:
1. C -1.399
2. C 0.642


No. 2
A 10-piece molecular cluster, C34H62N2O24 overall in a non-equilibrium geometry, computed with ωB97M-V/def2-TZVPD.

Positions of all 122 atoms, in Å:
C1 2.69147 0.83095 2.81179
C2 3.29454 1.15694 1.43430
C3 3.22515 2.63142 1.12206
O1 4.38700 2.88931 0.54246
C4 5.18062 1.91892 0.63429
O2 6.30868 1.92149 0.24672
O3 4.67589 0.91897 1.27697
H1 3.37007 1.11364 3.63545
H2 2.47083 -0.23504 3.07018
H3 1.78678 1.43338 3.04260
H4 2.89098 0.45731 0.62424
H5 3.08204 3.07455 2.11741
H6 2.45359 2.88329 0.49344
C5 -1.27840 -1.33322 -5.85273
C6 -0.20762 -0.81599 -4.88545
C7 -0.60223 0.53527 -4.31884
O4 -0.87654 0.22589 -2.96873
C8 -0.42473 -0.93113 -2.66713
O5 -0.44502 -1.46081 -1.49677
O6 -0.06083 -1.59723 -3.71553
H7 -2.32196 -1.23156 -5.36223
H8 -1.20201 -2.38589 -6.18221
H9 -1.36321 -0.67568 -6.69243
H10 0.69319 -0.72241 -5.37777
H11 -1.49099 1.09979 -4.75196
H12 0.16984 1.27789 -4.25984
C9 2.37217 -2.76040 2.03609
O7 3.58709 -2.34684 2.68145
C10 4.57190 -2.15551 1.79863
O8 4.41796 -2.10442 0.35147
O9 5.81136 -1.85356 2.26935
C11 6.87654 -1.72741 1.31653
H13 1.86054 -1.96851 1.49120
H14 1.63943 -3.11751 2.73723
H15 2.54531 -3.59064 1.44477
H16 7.87170 -1.79146 1.79501
H17 6.80107 -0.88464 0.66446
H18 6.81692 -2.54805 0.66187
C12 0.68380 3.65265 -1.68734
O10 0.99015 2.23327 -1.30441
C13 1.87956 1.62843 -2.09010
O11 2.75536 2.35268 -2.96221
O12 2.09068 0.30209 -1.88574
C14 3.11824 -0.31179 -2.69791
H19 0.71017 4.43265 -0.90865
H20 -0.36774 3.62326 -2.07230
H21 1.36548 4.11600 -2.48065
H22 2.78392 -0.44792 -3.73008
H23 3.29456 -1.34740 -2.38525
H24 4.15632 0.07102 -2.64332
C15 2.13165 -0.19699 6.37862
O13 1.13667 -0.08456 5.42552
C16 0.54202 -1.16815 5.02471
O14 0.86727 -2.39706 5.64288
O15 -0.36628 -1.08420 4.02950
C17 -1.14082 -2.17154 3.51739
H25 2.27463 -1.19297 6.84505
H26 1.88087 0.42169 7.27354
H27 3.01937 0.32209 5.99759
H28 -0.76928 -2.30979 2.46417
H29 -2.18278 -1.86170 3.14786
H30 -1.20422 -3.01792 4.25902
C18 1.41111 -7.05154 2.99033
O16 1.42234 -6.19775 1.80380
C19 0.31953 -5.54929 1.58479
O17 -0.87044 -5.63189 2.36710
O18 0.28409 -4.76936 0.59788
C20 -0.92663 -4.25858 0.09310
H31 1.44094 -6.31736 3.91341
H32 2.17927 -7.88888 2.99592
H33 0.37732 -7.38041 3.19903
H34 -1.09724 -3.18677 0.28945
H35 -1.82852 -4.78114 0.38672
H36 -0.94758 -4.57924 -0.90695
C21 -0.50169 5.69451 1.45622
O19 -0.86543 5.13741 2.71440
C22 -0.31924 4.17632 3.21953
O20 0.85176 3.65796 2.59024
O21 -0.88662 3.62342 4.36587
C23 -0.14481 2.57654 5.05973
H37 -1.33644 5.37663 0.81486
H38 0.34394 5.36886 0.86512
H39 -0.45453 6.76429 1.47637
H40 0.96251 2.80087 5.14239
H41 -0.31429 1.73207 4.49591
H42 -0.60783 2.38528 6.02195
C24 -5.61524 3.67959 -6.42356
O22 -5.70881 3.70572 -5.02926
C25 -4.62269 3.29901 -4.27199
O23 -3.54500 2.56198 -4.92086
O24 -4.52281 3.53156 -2.93499
C26 -3.19876 3.68789 -2.34780
H43 -4.63343 3.91583 -6.73091
H44 -6.25545 4.25799 -7.10870
H45 -5.92659 2.70742 -6.73423
H46 -3.29136 3.96051 -1.30393
H47 -2.70596 4.49630 -2.85008
H48 -2.61243 2.78415 -2.39501
C27 -0.48530 0.14099 1.13452
C28 -1.45021 1.35173 0.95826
C29 -2.68392 1.25257 1.69015
C30 -3.53281 0.17901 1.11649
N1 -4.18264 -0.63117 0.67247
H49 -0.02705 0.00758 2.08939
H50 0.44009 0.12170 0.49521
H51 -0.94619 -0.74510 0.97926
H52 -1.56504 1.57451 -0.10807
H53 -0.89450 2.24037 1.26186
H54 -3.38898 2.09253 1.51333
H55 -2.47548 1.31893 2.74711
C31 -3.71242 -0.46935 -2.58692
C32 -3.69481 -1.99300 -2.31261
C33 -3.83058 -2.87729 -3.57031
C34 -4.23961 -4.21505 -3.11441
N2 -4.52370 -5.32960 -2.76233
H56 -3.39042 0.19196 -1.72767
H57 -4.65514 -0.08253 -2.95556
H58 -3.07989 -0.29766 -3.45231
H59 -4.37488 -2.13631 -1.47599
H60 -2.84891 -2.32795 -1.84110
H61 -2.89385 -2.89164 -4.08055
H62 -4.64550 -2.46005 -4.08233

Forces on the atoms, in the same order (eV/Å):
C 0.09 -0.42 1.14
C -2.07 -2.51 -0.75
C -2.34 -1.30 3.51
O 0.60 4.55 -2.21
C 4.55 -1.49 -0.28
O 0.94 0.08 -0.62
O -0.34 -2.04 1.93
H 0.23 0.18 -0.49
H 0.16 0.79 -0.87
H 0.39 -0.33 -0.71
H -0.30 1.08 1.05
H 0.27 0.79 -0.48
H -2.00 0.67 -1.19
C -2.02 -0.62 1.62
C -2.44 0.40 -0.71
C -1.21 1.69 -0.36
O -0.82 2.34 0.93
C -0.62 -3.90 6.72
O 0.15 2.41 -4.72
O 1.08 -1.63 -1.48
H 1.64 -0.21 -0.56
H 0.38 0.58 0.20
H 0.33 0.34 -0.69
H 2.17 -0.18 -0.93
H 0.79 -1.20 0.35
H 0.88 0.21 -0.45
C -1.22 0.83 0.56
O 1.73 0.17 -1.04
C 1.18 1.63 -8.12
O 0.20 -0.75 8.66
O -2.55 -0.63 0.83
C 0.55 -0.42 -0.06
H 0.57 0.21 -0.27
H 0.19 0.15 1.23
H 0.64 -1.29 -1.65
H -0.93 0.34 0.40
H -0.31 1.00 0.15
H -0.11 -1.25 -0.82
C -0.32 0.62 -1.72
O 0.46 0.65 -0.95
C 6.57 3.31 -4.33
O -5.65 -4.30 4.85
O -0.66 2.16 -0.01
C 1.06 -1.36 -0.58
H 0.22 -1.35 0.58
H 0.97 -0.08 0.26
H -0.76 -1.55 0.93
H 0.01 0.74 0.06
H -0.84 0.23 0.77
H -1.05 0.86 0.06
C 1.61 0.78 3.12
O -1.94 0.43 -1.90
C 0.59 -9.26 2.78
O -2.24 6.80 -3.89
O 1.36 2.15 1.92
C -1.07 -0.81 -1.34
H 0.05 0.42 -1.24
H -0.41 -0.14 -0.72
H 0.03 -0.77 -0.17
H 0.50 -1.00 1.40
H 1.13 0.33 1.63
H 0.42 0.74 -1.29
C -0.96 1.34 2.73
O 0.45 -0.64 0.07
C -8.36 -1.15 6.06
O 6.84 -0.18 -3.49
O 1.96 0.89 -1.65
C -1.97 0.18 0.26
H 0.93 -1.43 -1.69
H -0.91 1.59 -0.47
H 0.49 -0.47 -0.88
H 0.68 -0.52 -0.39
H 0.19 -0.26 1.28
H 0.58 0.73 -1.84
C -1.20 -0.46 -2.14
O -2.67 3.80 -0.41
C 8.75 -7.95 -0.15
O -6.33 2.22 3.99
O 0.96 2.17 -2.06
C 1.26 1.59 0.05
H -0.04 0.51 0.10
H 0.71 -0.70 1.26
H -0.25 0.49 0.70
H -1.45 -0.12 -0.15
H 0.15 -2.05 -1.26
H -0.10 0.64 0.12
C 0.05 -1.13 -1.83
O 1.23 0.70 4.48
C 6.22 -4.11 -4.32
O -6.44 4.66 3.81
O -1.62 0.43 -2.23
C -0.18 -0.29 -0.41
H 1.22 -0.19 -0.27
H -0.52 0.99 1.76
H 0.51 -1.12 -0.26
H -0.72 -0.01 0.09
H 0.36 0.31 -0.42
H -0.02 -0.41 -0.36
C 2.07 2.41 -0.46
C 4.05 0.45 -1.69
C -3.17 0.56 -0.31
C 1.82 1.28 2.37
N -1.43 -1.69 -1.06
H -0.17 0.71 1.16
H -1.25 0.47 -0.04
H -1.76 -2.78 -1.02
H -0.39 -0.56 -0.10
H 0.04 0.10 0.44
H 0.74 0.25 0.06
H -0.45 -1.00 0.53
C 0.79 0.00 -0.18
C -1.53 1.57 0.30
C -0.89 -0.15 2.70
C -0.89 -5.46 1.13
N 1.30 5.44 -1.62
H -0.21 -1.08 -0.96
H -0.65 -0.29 0.30
H 0.38 0.38 0.07
H -0.94 -0.59 -0.56
H 2.76 -0.16 1.01
H 0.37 -0.14 -0.64
H -0.89 0.38 -1.55

Calculated values
**Energy**: -88368.70219 eV
**Highest occupied orbital energy**: -9.503 eV
**SMILES string**: C[C@H]1COC(=O)O1.C[C@H]1COC(=O)O1.COC(=O)OC.COC(=O)OC.COC(=O)OC.COC(=O)OC.COC(=O)OC.COC(=O)OC.CCCC#N.CCCC#N
**Energy relative to the best compared isomer or geometry (same formula, charge and spin)**: 136.17 kcal per mole
**E_LUMO**: -0.1 eV

Atom charges from the Mulliken analysis, given in e for atoms 1 to 2:
1. C -0.734
2. C 1.578


No. 3
The molecule C4H6 in a non-equilibrium geometry, computed with ωB97M-V/def2-TZVPD.

Positions of all 10 atoms, in Å:
C1 1.35524 0.31785 -1.23533
C2 0.10755 0.41514 -0.69414
C3 -0.20305 -0.40791 0.50887
C4 -1.30092 -0.23071 1.28687
H1 1.64297 0.74120 -2.18273
H2 2.03902 -0.41807 -0.72007
H3 -0.66406 1.07126 -1.05873
H4 0.51580 -1.22142 0.77204
H5 -2.03146 0.58090 1.17199
H6 -1.46109 -0.84824 2.15122

Forces on the atoms, in the same order (eV/Å):
C -1.34 -1.31 1.23
C 2.04 -0.90 0.42
C -0.98 0.31 0.52
C 1.04 0.26 -0.68
H 0.15 0.35 0.08
H -0.56 1.01 -0.87
H -0.11 0.13 -0.23
H -0.63 0.78 -0.31
H 0.40 -0.36 -0.35
H 0.01 -0.27 0.19

Calculated values
**Energy**: -4243.71271 eV
**Highest occupied orbital energy**: -8.872 eV
**SMILES string**: C=CC=C
**Energy relative to the best compared isomer or geometry (same formula, charge and spin)**: 5.72 kcal per mole
**E_LUMO**: 1.0 eV

Atom charges from the Mulliken analysis, given in e for atoms 1 to 2:
1. C -0.740
2. C 0.014


No. 4
An isolated ion of composition C4H11N2S and charge -1 in a non-equilibrium geometry, computed with ωB97M-V/def2-TZVPD.

Positions of all 18 atoms, in Å:
C1 -1.22441 -0.33165 -2.68820
C2 -0.87075 0.04954 -1.22343
S1 0.56410 -0.96428 -0.88671
H1 -1.47306 -1.41547 -2.65806
H2 -0.27131 -0.19268 -3.22089
H3 -2.09156 0.19606 -3.11292
H4 -1.66073 -0.08305 -0.45948
H5 -0.50445 1.09591 -1.15447
C3 0.89115 -0.58485 0.89731
C4 0.42182 0.73135 1.34893
N1 1.31774 1.82796 1.44528
N2 0.43524 -1.84801 1.67543
H6 2.01575 -0.61706 0.89075
H7 -0.53418 0.90872 1.85415
H8 1.01030 2.47535 2.18968
H9 1.33584 2.40815 0.56135
H10 -0.48300 -1.67052 2.06503
H11 1.12151 -1.98548 2.47625

Forces on the atoms, in the same order (eV/Å):
C -0.19 -0.63 1.17
C 0.11 0.73 -0.52
S -0.04 -0.81 -0.71
H 0.20 0.59 -0.39
H -0.66 -0.02 -0.42
H 0.45 0.15 0.04
H 0.30 -0.06 -0.61
H -0.57 -0.46 0.03
C 0.51 0.38 2.07
C -0.89 -1.37 0.70
N 1.01 1.90 -0.81
N 1.59 0.21 0.22
H -0.83 0.15 0.15
H -0.04 -0.65 -0.41
H 0.43 -0.54 -0.59
H -0.06 -0.34 1.08
H 0.12 0.21 0.19
H -1.43 0.57 -1.18

Calculated values
**Energy**: -18139.43354 eV
**Highest occupied orbital energy**: -0.426 eV
**Charge**: -1
**Energy relative to the best compared isomer or geometry (same formula, charge and spin)**: 84.51 kcal per mole
**E_LUMO**: 3.9 eV

Atom charges from the Mulliken analysis, given in e for atoms 1 to 2:
1. C -1.060
2. C -0.347